Molecular formula: C6H10O
Method: DFT, ωB97M-V/def2-TZVPD

SMILES ... O[C@]12CC[C@H](C1)C2
Energy above the lowest of the compared OMol25 structures with the same formula, charge and spin ... 44.7 kcal/mol
Orbital gap ... 10.47 eV
Highest occupied orbital energy ... -9.53 eV

Last column: Mulliken charge in e.
CARTESIAN COORDINATES (ANGSTROEM)
O: 2.39 0.34 0.09  -0.528
C: 1.01 0.14 0.05  0.067
C: 0.00 1.42 0.02  -0.670
C: -1.35 0.69 -0.05  -0.823
C: -0.95 -0.74 -0.01  -0.290
C: 0.12 -0.79 1.12  -0.453
C: 0.25 -0.81 -1.10  -0.811
H: 2.48 -0.56 -0.20  0.384
H: 0.21 1.89 1.00  0.332
H: 0.27 2.08 -0.86  0.339
H: -1.82 1.19 -0.89  0.319
H: -2.02 0.85 0.76  0.384
H: -1.78 -1.46 -0.04  0.431
H: 0.47 -1.84 1.20  0.284
H: -0.17 -0.33 2.12  0.263
H: 0.68 -1.74 -1.15  0.424
H: 0.21 -0.35 -2.05  0.348

***

Molecular formula: C6H10O
Method: DFT, ωB97M-V/def2-TZVPD

Energy above the lowest of the compared OMol25 structures with the same formula, charge and spin ... 93.7 kcal/mol
Orbital gap (spin up / spin down) ... 8.04 / 8.71 eV
Highest occupied orbital energy (spin up / spin down) ... -7.34 / -7.92 eV

Last column: Mulliken charge in e.
CARTESIAN COORDINATES (ANGSTROEM)
O: 0.42 -0.47 1.93  -0.470
C: 1.23 -0.89 1.14  0.043
C: 1.68 -0.13 -0.09  -0.767
C: 0.81 1.09 -0.38  -0.384
C: -0.62 0.82 -0.77  -0.504
C: -1.32 -0.44 -0.89  -0.339
C: -2.13 -0.44 0.62  -0.730
H: 1.72 -1.87 1.30  0.348
H: 2.72 0.16 0.09  0.367
H: 1.72 -0.83 -0.95  0.333
H: 1.32 1.70 -1.14  0.380
H: 0.78 1.72 0.52  0.250
H: -1.11 1.71 -1.18  0.362
H: -2.07 -0.44 -1.68  0.334
H: -0.65 -1.31 -0.99  0.179
H: -2.74 0.44 0.87  0.271
H: -1.76 -0.82 1.60  0.329

***

Molecular formula: C6H10O
Method: DFT, ωB97M-V/def2-TZVPD

SMILES ... O=CCCC1CC1
Energy above the lowest of the compared OMol25 structures with the same formula, charge and spin ... 20.1 kcal/mol
Orbital gap ... 10.82 eV
Highest occupied orbital energy ... -9.76 eV

Last column: Mulliken charge in e.
CARTESIAN COORDINATES (ANGSTROEM)
O: 2.02 -0.66 2.08  -0.478
C: 2.35 -0.80 0.92  0.032
C: 1.59 -0.26 -0.27  -0.579
C: 0.38 0.54 0.23  -0.877
C: -0.80 0.71 -0.71  0.068
C: -1.64 -0.48 -1.12  -0.540
C: -2.15 0.53 -0.18  -0.700
H: 3.27 -1.37 0.67  0.352
H: 2.29 0.35 -0.87  0.332
H: 1.32 -1.12 -0.91  0.330
H: 0.74 1.54 0.50  0.360
H: 0.01 0.08 1.15  0.307
H: -0.69 1.48 -1.46  0.412
H: -2.01 -0.48 -2.15  0.237
H: -1.30 -1.47 -0.79  0.252
H: -2.94 1.22 -0.46  0.274
H: -2.27 0.19 0.85  0.218

***

Molecular formula: C6H10O
Method: DFT, ωB97M-V/def2-TZVPD

Energy above the lowest of the compared OMol25 structures with the same formula, charge and spin ... 110.1 kcal/mol
Orbital gap ... 8.20 eV
Highest occupied orbital energy ... -7.69 eV

Last column: Mulliken charge in e.
CARTESIAN COORDINATES (ANGSTROEM)
C: -0.40 0.79 0.09  0.028
C: -0.68 -0.55 -0.16  0.381
C: 0.62 -0.17 0.29  0.497
C: -0.73 2.18 -0.17  -1.133
C: -1.70 -1.60 -0.39  -1.050
C: 1.68 -0.47 1.25  -0.930
O: 1.81 -0.07 -1.61  -0.846
H: -0.50 2.97 0.50  0.339
H: -1.79 2.05 -0.26  0.341
H: -0.39 2.55 -1.15  0.274
H: -1.10 -2.47 -0.51  0.347
H: -2.25 -1.19 -1.22  0.318
H: -2.27 -1.58 0.52  0.295
H: 1.69 0.45 1.82  0.311
H: 2.63 -0.67 0.71  0.312
H: 1.26 -1.31 1.77  0.324
H: 2.14 -0.92 -1.50  0.192

***

Molecular formula: C6H10O
Method: DFT, ωB97M-V/def2-TZVPD

Energy above the lowest of the compared OMol25 structures with the same formula, charge and spin ... 150.8 kcal/mol
Orbital gap (spin up / spin down) ... 9.02 / 8.24 eV
Highest occupied orbital energy (spin up / spin down) ... -8.26 / -7.67 eV

Last column: Mulliken charge in e.
CARTESIAN COORDINATES (ANGSTROEM)
C: 2.73 0.65 -0.01  -0.421
C: 2.44 -0.58 0.20  -0.234
C: -0.51 -0.07 -1.15  -0.688
C: -0.73 0.48 0.21  0.595
C: -0.25 -0.90 0.12  0.117
C: -2.10 0.76 0.60  -1.494
O: -0.75 -2.11 0.50  -0.438
H: 3.70 1.05 -0.26  0.296
H: 1.73 1.26 -0.13  -0.007
H: 3.03 -1.43 0.40  0.312
H: -1.48 -0.15 -1.73  0.281
H: 0.40 0.31 -1.67  0.211
H: 0.05 1.16 0.55  0.197
H: -2.89 0.13 0.10  0.279
H: -2.34 1.85 0.63  0.352
H: -2.42 0.45 1.61  0.323
H: -0.62 -2.87 0.04  0.320

***

Molecular formula: C6H10O
Method: DFT, ωB97M-V/def2-TZVPD

SMILES ... C=C/C=C/C=C.O
Energy above the lowest of the compared OMol25 structures with the same formula, charge and spin ... 63.1 kcal/mol
Orbital gap ... 8.98 eV
Highest occupied orbital energy ... -8.33 eV

Last column: Mulliken charge in e.
CARTESIAN COORDINATES (ANGSTROEM)
C: 1.43 -0.83 -2.98  -0.658
C: 0.66 -1.85 -2.58  -0.361
C: -0.46 -1.49 -1.63  -0.173
C: -0.25 -0.64 -0.64  -0.232
C: -1.32 -0.26 0.31  -0.078
C: -1.19 0.26 1.53  -0.797
H: 1.99 -0.96 -3.90  0.265
H: 1.20 0.19 -2.76  0.300
H: 0.55 -2.73 -3.19  0.331
H: -1.45 -1.77 -1.98  0.319
H: 0.66 -0.40 -0.07  0.345
H: -2.29 -0.30 -0.17  0.250
H: -0.34 0.87 1.84  0.245
H: -1.99 0.25 2.25  0.243
O: 0.77 3.47 4.32  -0.632
H: 0.24 3.60 5.08  0.313
H: 1.47 2.83 4.45  0.319